Density functional theory data (ωB97M-V/def2-TZVPD) for an isolated molecule of C4H8O2 in a non-equilibrium geometry.

The geometry in XYZ format:
```
14
Properties=species:S:1:pos:R:3:forces:R:3:nbo_charge:R:1
O -1.6406 -0.6542 0.1106 0.04 -0.02 0.08 -0.536
O 0.9012 0.4933 1.0187 -0.81 -0.24 0.76 -0.354
C 0.1628 1.0129 0.0745 -0.21 0.17 -0.61 0.027
C 2.1758 0.3054 1.0467 1.16 -0.02 -0.11 -0.115
C -1.2887 0.7296 0.1743 -0.07 0.29 -0.02 -0.142
C -0.9075 -1.3898 -0.8386 0.13 -0.20 -0.27 -0.258
H 2.5687 -0.1023 1.9652 -0.04 0.08 -0.13 0.174
H 2.7750 0.6164 0.1969 -0.02 -0.05 0.13 0.151
H 0.1524 -1.4984 -0.5596 -0.19 0.05 -0.02 0.165
H -1.7002 1.0762 1.1287 0.08 -0.07 -0.10 0.202
H -1.7943 1.2901 -0.6260 0.06 -0.12 0.02 0.177
H 0.6740 1.2955 -0.8435 -0.11 0.00 0.08 0.154
H -0.9504 -0.9409 -1.8438 -0.05 -0.02 0.14 0.160
H -1.3503 -2.3883 -0.8888 0.03 0.17 0.04 0.195
```
Forces are in eV/Å.

Energy: -8368.41870 eV
Multiplicity: 1
HOMO-LUMO gap (spin up / spin down): 8.13 / 8.30 eV


Density functional theory data (ωB97M-V/def2-TZVPD) for a cluster of 4 separate species, C3H11N2O3 in total in a non-equilibrium geometry.

The geometry in XYZ format:
```
19
Properties=species:S:1:pos:R:3:forces:R:3:nbo_charge:R:1
O -2.6893 1.1905 1.5788 0.59 -0.08 -0.80 -0.972
O -0.1982 1.6199 2.4248 -0.18 -0.28 -0.54 -0.993
O 0.6119 -2.7777 -0.1036 0.14 -0.12 0.02 -0.955
N 0.3428 0.2014 0.0064 -1.10 -1.21 0.32 -0.461
N 0.3998 -0.5842 -1.9911 -1.04 -0.75 0.20 -0.476
C -0.2672 -0.6424 -0.8235 0.54 0.77 -0.95 0.301
C 1.4391 0.2737 -1.8992 1.00 0.91 2.09 -0.060
C 1.4484 0.7372 -0.5950 -0.15 0.24 -1.81 -0.048
H -3.3221 0.6060 1.9987 -0.27 0.40 0.32 0.507
H 0.0411 2.4851 2.7636 -0.06 0.07 -0.03 0.492
H 2.0736 1.5123 -0.1912 -0.07 -0.16 0.37 0.261
H 0.2445 -1.2384 -2.7417 -0.19 0.23 -0.17 0.445
H 1.0763 -3.2453 -0.8048 0.02 -0.31 0.19 0.487
H 0.0187 0.2864 0.9752 0.64 0.59 -0.17 0.484
H -1.1484 -1.2499 -0.6847 0.21 0.35 0.29 0.255
H -1.0789 1.6629 1.9862 0.62 0.02 0.82 0.488
H 0.0033 -3.3976 0.3062 0.13 -0.34 0.02 0.492
H 2.1295 0.5298 -2.6726 0.02 -0.18 -0.39 0.257
H -2.8674 2.1207 1.7418 -0.86 -0.18 0.21 0.496
```
Forces are in eV/Å.

Energy: -12406.12513 eV
Multiplicity: 1
HOMO-LUMO gap: 10.75 eV
Net charge: +1


Molecular weight: 88.11, 123.13 (g mol⁻¹)